{"formula": "C59H69BBrCl2FN3O18S", "method": "ωB97M-V/def2-TZVPD", "elements": ["C", "C", "C", "C", "C", "N", "C", "C", "C", "C", "C", "S", "O", "O", "Cl", "C", "C", "O", "F", "C", "Cl", "O", "C", "C", "N", "C", "C", "Br", "C", "C", "C", "C", "B", "O", "O", "N", "C", "C", "H", "H", "H", "H", "H", "H", "H", "H", "H", "H", "H", "H", "H", "H", "H", "H", "H", "H", "H", "H", "H", "H", "H", "H", "H", "H", "H", "H", "H", "H", "H", "H", "H", "H", "H", "H", "H", "H", "H", "H", "H", "H", "H", "H", "H", "C", "C", "C", "O", "C", "C", "C", "O", "H", "H", "H", "H", "C", "C", "C", "O", "C", "C", "C", "O", "H", "H", "H", "H", "C", "C", "C", "O", "C", "C", "C", "O", "H", "H", "H", "H", "C", "C", "C", "O", "C", "C", "C", "O", "H", "H", "H", "H", "C", "C", "C", "O", "C", "C", "C", "O", "H", "H", "H", "H", "C", "C", "C", "O", "C", "C", "C", "O", "H", "H", "H", "H"], "coordinates": [[0.6047, -0.3219, 7.5270], [1.6327, -0.3506, 6.3820], [1.3777, 0.7221, 5.3146], [1.7590, 0.2191, 3.9075], [1.2425, 1.1553, 2.7971], [0.3145, 0.4981, 1.8222], [0.9126, 0.1306, 0.5019], [2.0038, -0.9666, 0.7432], [3.4257, -0.5161, 1.1818], [4.4867, -1.0840, 0.2162], [4.4400, -2.6015, 0.1282], [4.8541, -2.9755, -1.5886], [6.1727, -2.5269, -1.8635], [3.8736, -2.3337, -2.4145], [4.6648, -4.9652, -1.8746], [1.6430, 1.1999, -0.3205], [0.8510, 2.0565, -1.2765], [0.3631, 1.7505, -2.3038], [0.7984, 3.3607, -0.8718], [-0.1526, -0.5466, -0.4132], [-0.3160, -2.3484, -0.1909], [-1.3322, 0.1321, -0.4688], [-2.0173, 0.4918, 0.7397], [-2.7197, -0.7946, 1.2560], [-3.2745, -1.6354, 0.2093], [-3.6336, -2.9539, 0.7857], [-3.1525, 1.3594, 0.1541], [-4.6200, 1.7919, 1.3588], [-2.7916, 2.4987, -0.8094], [-3.3291, 2.1521, -2.1968], [-1.1007, 1.1164, 1.8288], [-1.7101, 1.0689, 3.1985], [-1.8661, -0.3183, 3.9350], [-0.9005, -1.3034, 3.9297], [-3.0263, -0.5753, 4.6661], [-0.8653, 2.5188, 1.4541], [-1.0672, 3.6727, 2.3182], [-2.4687, 4.2479, 2.5075], [0.3263, -1.3435, 7.7616], [-0.3054, 0.2090, 7.2624], [1.0128, 0.1210, 8.4258], [1.6584, -1.3282, 5.9123], [2.6132, -0.1534, 6.7999], [0.3681, 1.1305, 5.3451], [2.0487, 1.5572, 5.5011], [1.4868, -0.8253, 3.7693], [2.8468, 0.2416, 3.8814], [0.8105, 2.0210, 3.2806], [2.1168, 1.5431, 2.2975], [0.1623, -0.4341, 2.2403], [2.1584, -1.3735, -0.2475], [1.6596, -1.7156, 1.4441], [3.6280, 0.5473, 1.2494], [3.6410, -0.9548, 2.1520], [5.4526, -0.7086, 0.5315], [4.2873, -0.6148, -0.7429], [5.2481, -3.0185, 0.7202], [3.4750, -3.0490, 0.3304], [2.2659, 1.8690, 0.2613], [2.3477, 0.6834, -0.9625], [0.2721, -0.5073, -1.4053], [-3.4708, -0.5730, 2.0209], [-1.9812, -1.4155, 1.7699], [-4.1653, -1.2701, -0.1102], [-4.5850, -3.2583, 0.3598], [-2.9167, -3.7223, 0.5119], [-3.8009, -2.8937, 1.8626], [-3.6384, 0.6766, -0.5295], [-1.7327, 2.6757, -0.9040], [-3.2966, 3.4054, -0.4993], [-4.4005, 1.9891, -2.1918], [-2.8532, 1.2141, -2.4777], [-3.0115, 2.8710, -2.9436], [-2.6797, 1.5459, 3.2050], [-1.1348, 1.6376, 3.9317], [-1.3597, -2.1527, 3.8233], [-2.9332, -0.1380, 5.5275], [-0.0141, 2.6814, 0.9424], [-0.5992, 3.6296, 3.3126], [-0.5180, 4.4881, 1.8550], [-2.9716, 4.3063, 1.5535], [-2.3319, 5.2744, 2.8358], [-3.0607, 3.7629, 3.2773], [-7.1705, -0.9216, -3.7141], [-7.9795, -0.9736, -4.7687], [-7.5037, -0.5944, -6.1234], [-8.2391, -0.6389, -7.0835], [-6.0902, -0.1567, -6.2551], [-5.2824, -0.1053, -5.1995], [-5.7600, -0.4845, -3.8482], [-5.0219, -0.4387, -2.8845], [-7.4971, -1.1928, -2.7177], [-9.0118, -1.2904, -4.6932], [-5.7625, 0.1144, -7.2505], [-4.2495, 0.2109, -5.2740], [6.2142, 0.8929, 6.7771], [7.4536, 0.6194, 7.1762], [8.2956, -0.3668, 6.4514], [9.4209, -0.6195, 6.8114], [7.6993, -1.0336, 5.2638], [6.4599, -0.7570, 4.8689], [5.6240, 0.2272, 5.5941], [4.4891, 0.4815, 5.2302], [5.5842, 1.6076, 7.2912], [7.9043, 1.0952, 8.0375], [8.3279, -1.7486, 4.7485], [6.0068, -1.2325, 4.0076], [-6.3414, -1.3213, 2.9358], [-6.2270, -1.4536, 4.2539], [-7.2656, -2.1588, 5.0472], [-7.1625, -2.2781, 6.2482], [-8.4321, -2.7104, 4.3121], [-8.5433, -2.5775, 2.9925], [-7.5051, -1.8732, 2.2009], [-7.5984, -1.7530, 0.9970], [-5.5980, -0.8091, 2.3387], [-5.3827, -1.0587, 4.8040], [-9.1772, -3.2213, 4.9083], [-9.3851, -2.9724, 2.4383], [1.9818, -3.6316, -5.8617], [3.2178, -3.9640, -5.5023], [3.9721, -5.0161, -6.2239], [5.0982, -5.3187, -5.8876], [3.3010, -5.6820, -7.3652], [2.0641, -5.3504, -7.7262], [1.3066, -4.2987, -7.0032], [0.1801, -3.9931, -7.3303], [1.4138, -2.8670, -5.3468], [3.7276, -3.4877, -4.6734], [3.8719, -6.4437, -7.8800], [1.5554, -5.8241, -8.5558], [7.0647, -2.8135, -6.5729], [8.0480, -2.0656, -6.0790], [8.8533, -1.1771, -6.9526], [9.7497, -0.4957, -6.5037], [8.5191, -1.1533, -8.3993], [7.5359, -1.9005, -8.8938], [6.7306, -2.7884, -8.0189], [5.8311, -3.4669, -8.4700], [6.4666, -3.4689, -5.9530], [8.3059, -2.0689, -5.0274], [9.1178, -0.4982, -9.0193], [7.2770, -1.8973, -9.9450], [-1.8487, 7.9310, -2.2308], [-1.9059, 7.0796, -1.2107], [-3.2006, 6.5437, -0.7300], [-3.2515, 5.7647, 0.2036], [-4.4307, 6.9872, -1.4257], [-4.3769, 7.8389, -2.4463], [-3.0807, 8.3783, -2.9309], [-3.0281, 9.1509, -3.8601], [-0.9142, 8.3354, -2.5982], [-1.0201, 6.7405, -0.6881], [-5.3643, 6.5813, -1.0570], [-5.2632, 8.1764, -2.9681]], "charge": 1, "fmax_ha_per_bohr": 0.06450, "homo_lumo_gap_ev": 7.48, "lumo_energy_ev": -3.756, "homo_ev": -11.23}

{"formula": "CH7NO2P2", "method": "ωB97M-V/def2-TZVPD", "elements": ["C", "P", "N", "O", "H", "H", "H", "H", "O", "P", "H", "H", "H"], "coordinates": [[2.4516, 0.6074, 0.0322], [0.6853, -0.0620, 0.0744], [0.8160, -1.6347, -0.4625], [0.6003, -0.6528, -1.5092], [2.9199, 0.8020, 1.0195], [3.0357, -0.0986, -0.5104], [2.4908, 1.5982, -0.5512], [-0.1782, -2.1983, -0.4037], [-2.6224, -0.0198, -0.8770], [-2.1851, -0.9114, 0.4085], [-2.1901, -0.3126, -1.6068], [-3.4987, -1.4531, 0.6136], [-2.4779, 0.1799, 1.1482]], "fmax_ha_per_bohr": 0.08432, "homo_lumo_gap_ev": 9.45, "lumo_energy_ev": 0.391, "relative_energy_kcal_mol": 42.3, "smiles": "Cp1[nH]o1.OP", "homo_ev": -9.06}

{"formula": "C13H23CrN8O3S2", "method": "ωB97M-V/def2-TZVPD", "elements": ["Cr", "N", "N", "C", "N", "S", "H", "H", "H", "H", "H", "N", "N", "N", "C", "N", "N", "H", "H", "H", "O", "C", "O", "C", "C", "C", "C", "C", "C", "H", "H", "H", "H", "H", "C", "C", "S", "O", "C", "C", "H", "H", "H", "H", "H", "H", "H", "H", "H", "H"], "coordinates": [[0.2712, 1.0165, -0.3916], [-0.9447, 2.9751, -0.3125], [-1.7149, 3.2222, -1.4684], [-1.6406, 2.4492, -2.5732], [-2.4289, 2.7259, -3.6051], [-0.5638, 1.1511, -2.6634], [-1.5657, 2.8246, 0.4931], [-0.3677, 3.7955, -0.0930], [-2.3366, 4.0254, -1.4712], [-3.0374, 3.5318, -3.6422], [-2.3403, 2.1642, -4.4397], [5.0622, 2.8915, -0.0120], [3.8944, 2.6374, -0.5761], [3.6879, 2.8557, -1.8494], [2.4642, 2.4069, -2.0331], [1.9521, 1.9405, -0.8861], [2.8829, 2.1012, 0.0351], [5.6575, 3.5137, -0.5411], [5.0972, 2.8995, 0.9962], [1.9640, 2.4114, -2.9803], [1.0079, 0.3538, 1.4587], [1.3870, -0.6919, 0.8650], [1.1599, -0.7200, -0.3910], [1.9804, -1.8514, 1.5231], [1.9057, -2.0010, 2.9124], [2.3931, -3.1540, 3.4956], [2.9795, -4.1414, 2.7136], [3.0797, -3.9834, 1.3375], [2.5783, -2.8460, 0.7393], [1.4499, -1.2146, 3.4969], [2.3212, -3.2906, 4.5629], [3.3600, -5.0417, 3.1724], [3.5522, -4.7494, 0.7433], [2.6352, -2.7066, -0.3295], [-2.6715, -1.8981, -1.4123], [-1.8188, -2.3009, -0.2284], [-1.7290, -1.0057, 1.0652], [-1.4511, 0.2608, 0.2554], [-3.5115, -0.7954, 1.5199], [-4.2575, 0.1810, 0.6287], [-2.4793, -2.5679, -2.2463], [-2.4152, -0.8881, -1.7337], [-3.7320, -1.9472, -1.1840], [-0.7779, -2.4406, -0.5280], [-2.1855, -3.1974, 0.2693], [-3.4684, -0.4302, 2.5456], [-3.9578, -1.7855, 1.5276], [-3.5507, 0.8569, 0.1474], [-4.9388, 0.7794, 1.2259], [-4.8381, -0.3223, -0.1385]], "spin_multiplicity": 2, "charge": 2, "fmax_ha_per_bohr": 0.03941, "homo_lumo_gap_ev": [6.83, 7.41], "lumo_energy_ev": [-7.412, -6.823], "relative_energy_kcal_mol": 0.0, "homo_ev": [-14.24, -14.24]}

{"formula": "CH2N4", "method": "ωB97M-V/def2-TZVPD", "elements": ["C", "N", "N", "N", "N", "H", "H"], "coordinates": [[0.0565, -0.2000, 0.0962], [-1.1090, -1.5611, 2.3403], [0.2049, -1.5326, 2.1751], [-1.4543, -1.3375, 1.1091], [-0.0859, -1.1842, 0.8707], [-0.7412, -0.0392, -0.6112], [0.9124, 0.4601, 0.1357]], "fmax_ha_per_bohr": 0.06238, "homo_lumo_gap_ev": 8.44, "lumo_energy_ev": -0.982, "relative_energy_kcal_mol": 144.3, "homo_ev": -9.42}